12 unconnected molecules or ions with the total composition C44H108N20O12 in a non-equilibrium geometry. Source: OMol25; level of theory: ωB97M-V/def2-TZVPD.

Summary:
Lowest unoccupied orbital energy (spin up / spin down) = -2.5 / -6.5 eV
HOMO level (spin up / spin down) = -9.056 / -9.056 eV
Gap between HOMO and LUMO (spin up / spin down) = 6.550 / 2.528 eV

```
! wB97M-V def2-TZVPD RIJCOSX def2/J DEFGRID3
* xyz 1 2
C 1.576 -5.341 -5.639
C 2.854 -4.782 -4.995
C 3.778 -4.349 -6.176
C 5.064 -3.608 -5.808
C 4.630 -2.418 -4.916
C 3.845 -2.877 -3.602
N 2.731 -3.731 -4.020
O 2.058 -4.227 -2.869
C 4.783 -3.460 -2.538
C 3.239 -1.589 -3.028
C 3.608 -6.003 -4.436
H 0.923 -5.749 -4.868
H 1.674 -5.877 -6.583
H 0.997 -4.489 -5.998
H 4.083 -5.268 -6.676
H 3.186 -3.954 -7.002
H 5.571 -3.287 -6.718
H 5.779 -4.227 -5.266
H 3.903 -1.879 -5.523
H 5.546 -1.870 -4.696
H 4.543 -3.113 -1.533
H 4.996 -4.525 -2.621
H 5.828 -3.163 -2.622
H 2.582 -1.767 -2.177
H 3.921 -0.738 -3.029
H 2.486 -1.171 -3.698
H 4.634 -5.673 -4.271
H 3.643 -6.899 -5.055
H 3.283 -6.338 -3.451
H 1.298 -3.662 -2.713
C -0.097 -1.790 -7.036
C -1.004 -0.642 -6.455
C -0.112 0.403 -5.864
C 0.528 1.427 -6.794
C -0.456 2.012 -7.842
C -1.263 0.916 -8.496
N -1.856 0.049 -7.424
O -2.887 -0.768 -7.835
C -2.445 1.622 -9.181
C -0.367 0.184 -9.586
C -1.834 -1.209 -5.177
H -0.650 -2.458 -7.696
H 0.307 -2.440 -6.260
H 0.677 -1.487 -7.740
H -0.553 0.873 -4.985
H 0.679 -0.165 -5.375
H 1.270 0.857 -7.353
H 1.149 2.200 -6.343
H 0.125 2.494 -8.628
H -0.954 2.888 -7.427
H -2.918 2.445 -8.644
H -2.016 2.103 -10.059
H -3.257 1.033 -9.609
H -0.406 0.644 -10.573
H 0.721 0.180 -9.514
H -0.910 -0.711 -9.890
H -2.490 -2.008 -5.522
H -2.416 -0.424 -4.692
H -1.200 -1.744 -4.470
H -3.668 -0.533 -7.330
C -4.727 -1.071 7.080
C -3.799 -0.820 8.344
C -2.833 -2.045 8.478
C -1.780 -2.021 7.386
C -1.082 -0.652 7.471
C -1.977 0.673 7.392
N -3.169 0.545 8.239
O -4.037 1.690 8.230
C -1.079 1.797 7.902
C -2.264 1.016 5.954
C -4.521 -0.724 9.701
H -5.466 -1.847 7.281
H -4.216 -1.373 6.166
H -5.290 -0.162 6.868
H -2.355 -2.264 9.433
H -3.419 -2.960 8.399
H -2.229 -2.166 6.403
H -1.238 -2.942 7.602
H -0.182 -0.615 6.856
H -0.705 -0.540 8.488
H -0.604 1.631 8.869
H -0.163 1.906 7.320
H -1.508 2.799 7.899
H -1.334 1.166 5.405
H -2.727 0.179 5.431
H -2.868 1.904 5.765
H -5.601 -0.595 9.638
H -4.037 0.043 10.305
H -4.448 -1.591 10.358
H -3.622 2.264 8.879
C 0.186 1.680 -1.648
C 0.311 0.388 -0.731
C 1.841 0.256 -0.451
C 2.480 1.007 0.772
C 1.568 0.965 1.997
C 0.076 1.521 1.628
N -0.373 0.503 0.543
O -1.800 0.439 0.450
C -0.684 1.303 2.939
C 0.129 2.960 1.057
C -0.214 -0.866 -1.412
H -0.848 2.015 -1.719
H 0.476 1.373 -2.653
H 0.598 2.618 -1.274
H 2.216 -0.765 -0.381
H 2.409 0.608 -1.313
H 2.837 2.016 0.567
H 3.306 0.361 1.069
H 2.002 1.588 2.780
H 1.413 -0.047 2.371
H -0.312 0.449 3.505
H -0.711 2.147 3.629
H -1.756 1.132 2.851
H 0.235 3.472 2.013
H 1.017 3.261 0.501
H -0.694 3.303 0.429
H 0.151 -1.705 -0.820
H 0.288 -0.943 -2.376
H -1.284 -0.883 -1.618
H -2.105 1.146 -0.123
C 2.300 6.472 0.377
O 3.240 6.311 1.126
N 1.085 6.355 0.795
N 2.367 6.830 -0.849
H 0.936 6.379 1.794
H 0.286 6.341 0.178
H 1.624 6.780 -1.531
H 3.343 6.943 -1.081
C -5.061 0.027 -2.695
O -4.498 0.237 -3.771
N -4.467 -0.167 -1.568
N -6.338 -0.125 -2.608
H -5.048 -0.262 -0.748
H -3.490 -0.405 -1.475
H -6.761 0.215 -3.460
H -6.847 -0.064 -1.737
C 2.477 -2.233 5.449
O 2.760 -1.676 6.509
N 3.084 -1.870 4.369
N 1.463 -3.038 5.289
H 2.767 -2.353 3.541
H 3.750 -1.114 4.425
H 0.760 -3.249 5.983
H 1.228 -3.562 4.458
C -1.794 4.870 3.543
O -2.825 4.369 3.941
N -0.692 4.999 4.305
N -1.626 5.473 2.441
H 0.109 5.543 4.016
H -0.839 4.581 5.213
H -1.092 6.329 2.490
H -2.490 5.437 1.920
C 3.004 -3.878 0.862
O 2.447 -2.907 1.252
N 2.439 -4.987 0.843
N 4.251 -4.027 0.866
H 1.438 -4.902 0.737
H 2.862 -5.712 0.282
H 4.533 -4.960 1.131
H 4.749 -3.159 1.004
C 3.626 3.798 3.740
O 4.369 3.075 3.191
N 2.751 4.553 3.273
N 3.768 3.956 5.008
H 2.613 4.405 2.284
H 2.180 5.210 3.787
H 4.255 3.183 5.439
H 3.311 4.707 5.506
C -1.522 -2.796 3.032
O -1.271 -3.838 3.539
N -2.670 -2.388 2.824
N -0.603 -2.067 2.466
H -3.513 -2.784 3.213
H -2.703 -1.524 2.301
H 0.299 -2.486 2.291
H -1.023 -1.476 1.763
C -3.075 4.375 -0.239
O -2.176 5.219 -0.374
N -3.101 3.678 0.801
N -4.029 4.108 -1.017
H -3.780 2.931 0.839
H -2.361 3.767 1.483
H -4.212 4.569 -1.897
H -4.781 3.532 -0.669
*
```